Record 1
# C2H6N3O

2 unconnected molecules or ions with the total composition C2H6N3O (wB97M-V/def2-TZVPD, OMol25).

Calculated values
2S+1 = 1
Gap between HOMO and LUMO (spin up / spin down) = 8.89 / 8.89 eV
Charge = +1
Molar mass = 88.09 g/mol
E_LUMO (spin up / spin down) = -4.1363 / -4.1362 eV
Energy above the lowest of the compared OMol25 structures with the same formula, charge and spin = 604.32 kJ/mol

Geometry (Å):
C  1.3665  -0.5532  -0.3021
C  -0.5617  0.2615  0.3071
N  1.5470  0.7118  -0.1297
N  0.2158  -0.9243  0.0011
N  -1.6544  0.4077  -0.4861
O  0.3604  1.2842  0.2915
H  2.2645  -1.2527  -0.4738
H  -1.3276  -0.1451  1.9964
H  2.3809  1.2490  -0.0234
H  -0.3241  -1.7451  -0.2537
H  -2.0792  -0.5058  -0.5993
H  -2.1881  1.2120  -0.3281

=====

Record 2
# C2H6N3O

2 unconnected molecules or ions with the total composition C2H6N3O (wB97M-V/def2-TZVPD, OMol25).

Calculated values
2S+1 = 1
Gap between HOMO and LUMO = 9.69 eV
Charge = +1
Molar mass = 88.09 g/mol
E_LUMO = -4.4654 eV
Energy above the lowest of the compared OMol25 structures with the same formula, charge and spin = 414.64 kJ/mol

Geometry (Å):
C  1.0381  0.4046  -0.2464
C  -2.4473  -0.0516  -0.3279
N  1.4319  -1.2212  1.5190
N  1.4921  -0.4519  0.4294
N  0.9200  1.2202  -1.2464
O  -1.6938  0.8489  -0.2007
H  -3.6150  -0.0568  -0.5379
H  -2.2482  -1.0518  -0.1093
H  1.5873  -0.8025  2.4094
H  -0.0552  1.5898  -1.2801
H  1.6346  1.6045  -1.7802
H  1.9555  -2.0322  1.3711

=====

Record 3
# C2H6N3O

A gas-phase ion, C2H6N3O (charge +1) (wB97M-V/def2-TZVPD, OMol25).

Calculated values
2S+1 = 1
Gap between HOMO and LUMO (spin up / spin down) = 8.66 / 8.66 eV
Charge = +1
Molar mass = 88.09 g/mol
E_LUMO (spin up / spin down) = -4.3589 / -4.3592 eV
Energy above the lowest of the compared OMol25 structures with the same formula, charge and spin = 701.70 kJ/mol

Geometry (Å):
C  1.9951  0.1362  0.2557
C  0.6803  -1.6050  -0.7443
N  -0.2012  -0.3704  1.0272
N  1.7466  -0.7007  -0.5477
N  -1.1622  0.7263  0.8049
O  -0.4894  -1.1728  -0.1109
H  2.6064  0.6638  0.8768
H  0.3792  -1.7803  -1.7855
H  1.1242  -2.6404  -0.2683
H  -1.0424  1.0809  -0.1310
H  -1.3649  1.2829  1.6842
H  -2.0571  0.1477  0.6434

=====

Record 4
# C2H6N3O

A molecular structure, C2H6N3O (wB97M-V/def2-TZVPD, OMol25).

Calculated values
2S+1 = 1
Gap between HOMO and LUMO = 9.46 eV
Charge = +1
Molar mass = 88.09 g/mol
E_LUMO = -4.5586 eV
Energy above the lowest of the compared OMol25 structures with the same formula, charge and spin = 486.35 kJ/mol

Geometry (Å):
C  -1.3984  0.6300  -0.3958
C  0.4548  -0.0778  0.7676
N  -1.4158  -0.6755  -0.3170
N  -0.3501  1.1300  0.2739
N  1.8818  -0.1098  -0.5035
O  -0.3991  -1.1816  0.5921
H  -2.0957  1.1008  -0.9315
H  0.9818  -0.0901  1.7785
H  -2.1488  -1.3876  -0.3122
H  0.1193  2.0958  0.0592
H  2.6355  -0.5115  0.1453
H  1.7346  -0.9227  -1.1566

=====

Record 5
# C2H6N3O2

A gas-phase ion, C2H6N3O2 (charge -1) (wB97M-V/def2-TZVPD, OMol25).

Calculated values
2S+1 = 1
Gap between HOMO and LUMO = 8.18 eV
Charge = -1
Molar mass = 104.09 g/mol
E_LUMO = 4.3809 eV
Energy above the lowest of the compared OMol25 structures with the same formula, charge and spin = 512.21 kJ/mol

Geometry (Å):
C  1.1184  0.7653  0.9333
C  0.3353  0.0957  -0.1256
N  1.0064  -1.0589  -0.8917
N  -0.9248  -0.3131  0.5051
N  -2.0230  -0.0305  -0.0393
O  -2.1569  0.3109  -1.2187
O  -3.0600  -0.3237  0.5882
H  0.7541  1.7529  0.8908
H  2.2531  0.7299  0.6317
H  1.1083  0.2513  1.8400
H  0.0650  0.8483  -0.7936
H  0.6883  -1.0515  -1.8433
H  0.8359  -1.9765  -0.4769

=====

Record 6
# C2H6N3O2

2 unconnected molecules or ions with the total composition C2H6N3O2 (wB97M-V/def2-TZVPD, OMol25).

Calculated values
2S+1 = 1
Gap between HOMO and LUMO = 9.47 eV
Charge = +1
Molar mass = 104.09 g/mol
E_LUMO = -4.6951 eV
Energy above the lowest of the compared OMol25 structures with the same formula, charge and spin = 523.21 kJ/mol

Geometry (Å):
C  0.7077  0.7808  -0.0649
C  -1.5859  -0.2799  -0.2786
N  -1.2847  -1.5274  -0.0636
N  1.1218  1.9076  0.2900
N  1.3732  -0.4397  0.0475
O  2.2418  -0.2572  -0.8423
O  1.0061  -1.4805  0.5448
H  -1.7746  0.1633  -1.2483
H  -1.8415  0.3145  0.5776
H  -0.8734  -2.2492  -0.6891
H  -1.5249  -1.7628  0.9158
H  0.4209  2.6579  0.1938
H  2.0134  2.1726  0.6173

=====

Record 7
# C2H6N3O3

2 unconnected molecules or ions with the total composition C2H6N3O3 (wB97M-V/def2-TZVPD, OMol25).

Calculated values
2S+1 = 1
Gap between HOMO and LUMO = 8.60 eV
Charge = -1
Molar mass = 120.09 g/mol
E_LUMO = 4.0191 eV
Energy above the lowest of the compared OMol25 structures with the same formula, charge and spin = 36.16 kJ/mol

Geometry (Å):
N  1.5600  1.6724  -0.8328
C  0.1385  1.4363  -0.8913
O  -0.5858  2.1510  -0.1663
O  -0.2150  0.5285  -1.6827
H  1.7519  2.3370  -0.0970
H  2.0604  0.8042  -0.7222
N  -0.6677  -1.8995  -0.3796
C  -0.2790  -1.5638  0.9087
N  -1.1283  -0.6804  1.4976
O  0.6961  -2.0404  1.4744
H  -0.0163  -2.5858  -0.7307
H  -0.7121  -1.0689  -0.9914
H  -1.7622  -0.1764  0.9027
H  -0.8159  -0.2379  2.3418

=====

Record 8
# C2H6N3OS

A gas-phase ion, C2H6N3OS (charge +1) (wB97M-V/def2-TZVPD, OMol25).

Calculated values
2S+1 = 1
Gap between HOMO and LUMO = 9.73 eV
Charge = +1
Molar mass = 120.16 g/mol
E_LUMO = -4.5940 eV
Energy above the lowest of the compared OMol25 structures with the same formula, charge and spin = 447.20 kJ/mol

Geometry (Å):
C  0.3565  0.3459  0.3496
C  0.8375  0.4730  1.6991
N  -2.1713  -0.8295  -2.0229
N  -0.7917  0.6299  -0.2014
N  1.1477  -0.2877  -0.5529
O  0.6465  -0.2650  -1.8063
S  -1.0617  0.0608  -2.1233
H  1.8949  0.9375  1.7519
H  1.0614  -0.5407  1.9355
H  0.2188  0.8405  2.5196
H  -2.5948  -1.6356  -1.4991
H  -1.4603  1.2871  0.3517
H  1.9165  -1.0161  -0.4014

=====

no.,total energy (eV)
1,-8676.9539
2,-8678.9197
3,-8675.9445
4,-8678.1765
5,-10733.9416
6,-10723.5216
7,-12787.7602
8,-19513.5868